1.
# C39H63ClO32Si2

A molecular structure, C39H63ClO32Si2 in a non-equilibrium geometry (wB97M-V/def2-TZVPD, the Open Molecules 2025 dataset).

Last column: Mulliken charge in e.
Element x y z (Å)
C (3.79, 0.85, -1.74)  -0.1502
O (3.58, 0.46, -3.09)  -0.2554
C (4.53, -0.45, -3.60)  -0.6166
C (4.39, -1.88, -3.06)  -1.0178
C (2.97, -2.19, -2.60)  0.2849
C (2.79, -3.70, -2.41)  -1.2694
C (1.69, -4.05, -1.42)  -0.7512
C (0.42, -3.17, -1.56)  -0.3480
C (-0.80, -3.96, -1.12)  -0.7659
C (-2.15, -3.21, -1.08)  0.6333
Si (-2.18, -1.46, -1.72)  0.5683
Cl (-3.44, -0.39, -0.43)  -0.3371
O (-2.74, -1.37, -3.29)  -0.1194
Si (-4.34, -1.02, -3.65)  0.4679
H (2.94, 0.51, -1.15)  0.2328
H (4.67, 0.37, -1.33)  0.4770
H (3.87, 1.93, -1.67)  -0.3870
H (4.39, -0.46, -4.68)  0.3553
H (5.54, -0.06, -3.43)  0.3944
H (5.08, -2.04, -2.23)  0.3201
H (4.65, -2.58, -3.85)  0.4084
H (2.26, -1.80, -3.32)  0.3132
H (2.83, -1.72, -1.64)  0.0811
H (2.65, -4.19, -3.37)  0.3394
H (3.72, -4.09, -2.02)  0.4651
H (1.43, -5.11, -1.44)  0.6473
H (2.07, -3.85, -0.42)  0.0062
H (0.34, -2.90, -2.61)  0.3287
H (0.59, -2.30, -0.94)  0.4658
H (-0.60, -4.37, -0.13)  0.1987
H (-0.87, -4.82, -1.79)  0.3666
H (-2.52, -3.18, -0.06)  -0.6502
H (-2.89, -3.76, -1.66)  0.0793
H (-0.91, -0.73, -1.70)  -0.2380
H (-4.80, 0.26, -3.09)  -0.1229
H (-5.20, -2.15, -3.24)  -0.1603
H (-4.40, -0.88, -5.12)  -0.1573
C (5.98, 5.50, -3.58)  -0.5146
C (4.48, 5.52, -3.45)  0.2553
O (4.26, 4.54, -2.41)  -0.1331
C (5.38, 4.46, -1.67)  0.4902
O (5.46, 3.88, -0.63)  -0.5638
O (6.40, 5.12, -2.26)  -0.3927
H (6.40, 6.47, -3.84)  0.3674
H (6.34, 4.75, -4.29)  0.2646
H (4.10, 6.48, -3.10)  -0.2461
H (3.96, 5.23, -4.36)  0.4306
C (1.23, 9.84, -1.34)  -0.4273
C (1.22, 8.37, -0.98)  0.3403
O (1.94, 7.79, -2.09)  -0.2267
C (2.73, 8.74, -2.61)  0.6056
O (3.61, 8.51, -3.40)  -0.6109
O (2.43, 9.96, -2.12)  -0.3617
H (1.28, 10.49, -0.47)  0.3108
H (0.38, 10.13, -1.96)  0.2799
H (1.77, 8.15, -0.07)  -0.2917
H (0.22, 7.94, -0.91)  0.3472
C (-4.27, -3.68, 2.64)  -0.2998
C (-4.87, -4.99, 3.10)  -0.2965
O (-4.16, -5.94, 2.29)  -0.3992
C (-3.00, -5.39, 1.90)  0.6449
O (-2.12, -5.99, 1.35)  -0.5120
O (-2.95, -4.08, 2.21)  -0.2221
H (-4.22, -2.94, 3.43)  0.4077
H (-4.81, -3.26, 1.79)  0.2694
H (-4.66, -5.20, 4.15)  0.1859
H (-5.94, -5.05, 2.93)  0.2792
C (5.54, 7.32, 1.34)  -0.1600
C (5.32, 7.11, 2.82)  -0.3498
O (4.30, 8.08, 3.11)  -0.3718
C (3.63, 8.35, 1.97)  0.6293
O (2.62, 8.97, 1.90)  -0.5270
O (4.26, 7.80, 0.91)  -0.2321
H (5.80, 6.40, 0.81)  0.1258
H (6.29, 8.08, 1.13)  0.2743
H (4.93, 6.12, 3.06)  0.2603
H (6.20, 7.31, 3.43)  0.3170
C (2.77, -4.64, 2.90)  -0.3673
C (1.35, -4.38, 3.37)  -0.0164
O (1.53, -3.29, 4.29)  -0.2366
C (2.68, -2.65, 3.97)  0.6038
O (3.02, -1.61, 4.44)  -0.5407
O (3.38, -3.35, 3.04)  -0.3633
H (2.81, -4.97, 1.87)  0.2928
H (3.30, -5.35, 3.53)  0.2775
H (0.69, -4.05, 2.56)  0.0602
H (0.89, -5.23, 3.86)  0.2960
C (-1.08, -0.83, 7.19)  -0.3462
C (-0.70, -2.14, 6.52)  -0.0473
O (-1.94, -2.86, 6.53)  -0.3185
C (-2.95, -1.95, 6.60)  0.6676
O (-4.10, -2.21, 6.44)  -0.5507
O (-2.47, -0.72, 6.85)  -0.3263
H (-0.53, 0.02, 6.81)  0.2983
H (-0.98, -0.87, 8.27)  0.2547
H (-0.38, -2.01, 5.48)  0.1313
H (0.06, -2.69, 7.06)  0.2575
C (-4.39, -7.11, -1.40)  0.0342
C (-3.51, -8.04, -0.59)  -0.0293
O (-4.12, -9.31, -0.83)  -0.3622
C (-4.81, -9.25, -1.99)  0.5757
O (-5.29, -10.18, -2.55)  -0.5199
O (-4.87, -7.97, -2.44)  -0.3770
H (-3.84, -6.27, -1.83)  0.0705
H (-5.24, -6.73, -0.83)  0.2201
H (-2.48, -8.07, -0.96)  0.2071
H (-3.50, -7.81, 0.47)  0.1491
C (-7.91, -1.86, 4.98)  -0.3235
C (-9.29, -2.00, 4.38)  -0.3455
O (-9.01, -2.13, 2.99)  -0.3571
C (-7.75, -2.59, 2.85)  0.5356
O (-7.27, -2.97, 1.83)  -0.4724
O (-7.10, -2.58, 4.04)  -0.1626
H (-7.82, -2.30, 5.97)  0.2974
H (-7.56, -0.82, 5.01)  0.2665
H (-9.81, -2.90, 4.72)  0.2606
H (-9.93, -1.13, 4.56)  0.2969
C (1.85, 3.39, -0.78)  0.9177
C (2.22, 4.17, 0.46)  -0.1276
O (1.15, 5.12, 0.55)  -0.3414
C (0.08, 4.62, -0.11)  0.5055
O (-1.01, 5.10, -0.08)  -0.5813
O (0.41, 3.51, -0.80)  -0.2395
H (2.13, 2.34, -0.74)  -0.4896
H (2.25, 3.83, -1.69)  0.1157
H (2.21, 3.55, 1.36)  0.2863
H (3.18, 4.67, 0.37)  -0.0049
C (-0.10, 2.11, -3.99)  0.2485
C (-1.33, 1.32, -4.39)  0.0845
O (-1.78, 2.02, -5.55)  -0.3676
C (-0.72, 2.68, -6.09)  0.5586
O (-0.73, 3.22, -7.14)  -0.5605
O (0.34, 2.64, -5.25)  -0.2843
H (0.68, 1.50, -3.54)  0.0215
H (-0.34, 2.94, -3.32)  -0.0159
H (-1.10, 0.29, -4.66)  0.1702
H (-2.10, 1.32, -3.62)  0.0792

## Properties
Multiplicity = 1
Highest occupied orbital energy = -9.99 eV

2.
# C3H5N3

A single C3H5N3 molecule in a non-equilibrium geometry (wB97M-V/def2-TZVPD, the Open Molecules 2025 dataset).

Last column: Mulliken charge in e.
Element x y z (Å)
C (0.08, -1.54, -0.33)  -1.1013
C (-0.02, -0.10, 0.11)  0.4698
C (-0.09, 0.63, 1.32)  -0.2376
N (-0.29, 1.95, 0.97)  -0.2751
N (-0.24, 2.11, -0.30)  -0.5185
N (-0.13, 0.89, -0.82)  0.2126
H (0.17, -2.19, 0.54)  0.2954
H (-0.80, -1.87, -0.90)  0.2996
H (0.95, -1.71, -0.98)  0.3151
H (0.55, 1.14, 2.07)  0.3014
H (-0.22, 0.84, -1.82)  0.2385

## Properties
Multiplicity = 1
SMILES = Cc1cnn[nH]1
Relative energy (zero: lowest compared OMol25 entry of this formula, charge and spin) = 296.0 kJ/mol
Highest occupied orbital energy = -9.35 eV